1.
Computed, not measured: a molecular structure, C32H40N5OP2Ti at a distorted geometry, with ωB97M-V/def2-TZVPD.

For the highest occupied orbital energy (alpha / beta), the calculation gives -11.88 / -11.88 eV. For the frontier orbital gap (alpha / beta), the calculation gives 4.6 / 4.7 eV. As for the net charge: +2. Its expectation value of S² is 0.76. The largest force on an atom is 4.755 eV Å⁻¹. Its spin multiplicity is 2.

Atoms and positions in Å:
Ti (0.312, -0.891, 2.798)
C (-1.413, 1.141, 3.128)
C (-1.373, 0.282, 2.035)
C (-0.670, 0.667, 0.745)
C (0.798, 0.263, 0.573)
C (1.772, 0.512, 1.729)
C (1.649, 1.591, 2.588)
C (0.637, 2.658, 2.436)
C (-0.772, 2.470, 3.142)
C (-0.034, -2.842, 2.838)
H (-2.100, 0.907, 3.942)
H (-2.060, -0.579, 1.998)
H (-0.801, 1.730, 0.506)
H (-1.224, 0.141, -0.061)
H (0.831, -0.800, 0.264)
H (1.171, 0.811, -0.303)
H (2.694, -0.083, 1.683)
H (2.354, 1.663, 3.417)
H (0.477, 2.910, 1.377)
H (1.058, 3.576, 2.883)
H (-0.654, 2.819, 4.181)
H (-1.457, 3.201, 2.671)
H (-0.376, -3.046, 3.876)
H (0.964, -3.283, 2.631)
H (-0.793, -3.082, 2.073)
P (1.684, -0.956, -2.035)
P (-2.124, -0.511, -1.848)
N (3.030, 0.109, -2.507)
N (2.186, -2.249, -3.161)
N (-2.348, 1.216, -2.256)
N (-3.586, -0.990, -2.689)
C (0.447, -0.164, -3.142)
C (-0.897, -0.924, -3.182)
C (4.118, 0.347, -1.661)
C (5.045, 1.122, -2.329)
C (4.537, 1.365, -3.645)
C (3.303, 0.726, -3.734)
C (2.393, -3.569, -2.745)
C (2.681, -4.348, -3.858)
C (2.654, -3.484, -5.001)
C (2.354, -2.210, -4.549)
C (-2.590, 2.174, -1.259)
C (-2.251, 3.429, -1.735)
C (-1.866, 3.270, -3.108)
C (-1.958, 1.912, -3.407)
C (-4.242, -0.400, -3.784)
C (-5.192, -1.292, -4.273)
C (-5.113, -2.478, -3.461)
C (-4.136, -2.269, -2.511)
H (0.836, -0.095, -4.168)
H (0.304, 0.864, -2.776)
H (-1.387, -0.767, -4.160)
H (-0.725, -2.013, -3.072)
H (4.112, -0.059, -0.654)
H (5.984, 1.483, -1.926)
H (5.007, 1.938, -4.434)
H (2.608, 0.683, -4.554)
H (2.313, -3.815, -1.699)
H (2.883, -5.405, -3.856)
H (2.830, -3.764, -6.030)
H (2.250, -1.288, -5.099)
H (-3.001, 1.879, -0.302)
H (-2.251, 4.349, -1.169)
H (-1.547, 4.051, -3.781)
H (-1.785, 1.407, -4.343)
H (-3.990, 0.596, -4.105)
H (-5.856, -1.119, -5.109)
H (-5.712, -3.378, -3.585)
H (-3.750, -2.898, -1.720)
O (0.447, -0.543, 4.602)
N (0.317, -0.204, 5.935)
C (-0.924, -0.149, 6.473)
C (-1.125, 0.545, 7.662)
C (-0.038, 1.080, 8.355)
C (1.244, 0.886, 7.834)
C (1.405, 0.202, 6.630)
H (-1.724, -0.635, 5.920)
H (-2.137, 0.666, 8.039)
H (-0.210, 1.617, 9.291)
H (2.121, 1.290, 8.347)
H (2.381, 0.030, 6.183)

Force components x, y, z for each atom (eV/Å):
-0.1 0.1 0.8
-0.8 -1.5 -2.1
-0.5 1.9 0.7
-0.6 0.4 -0.5
0.0 -0.1 0.5
0.3 1.8 0.2
0.5 -2.2 -1.0
-1.0 1.2 0.1
1.2 0.9 0.5
-0.1 -0.2 -0.1
0.2 0.0 -0.1
0.2 0.1 0.2
0.0 -0.4 0.3
0.5 0.3 0.8
0.2 0.3 0.3
0.1 -0.2 0.1
-0.3 0.2 0.4
0.0 0.1 -0.3
0.2 -0.2 0.4
-0.2 -0.4 -0.2
-0.2 -0.2 -0.3
0.1 -0.4 0.2
0.2 -0.2 -0.7
-0.5 -0.2 0.0
0.3 -0.4 0.3
2.5 -0.8 -4.0
-2.0 1.1 -3.2
-0.1 0.3 0.7
-0.6 -0.4 0.6
0.3 0.3 0.7
-0.3 -0.9 0.1
-0.6 0.1 0.3
0.1 -0.2 0.0
-0.1 0.4 -0.5
-0.5 -0.3 0.1
-1.1 -0.7 0.3
1.0 0.5 0.8
0.0 0.0 -1.2
-0.3 1.0 0.6
-0.2 0.7 0.8
-0.1 -0.8 0.2
0.7 0.4 -0.6
-0.2 -1.0 -0.1
-0.2 -1.3 0.2
0.3 1.0 0.9
-0.4 -1.0 0.0
1.2 0.3 1.0
0.3 0.2 0.2
-0.2 0.4 -0.5
-0.1 0.0 0.5
0.0 -0.1 -0.2
0.1 -0.2 0.5
-0.1 0.3 -0.2
0.1 0.1 -0.2
-0.2 -0.1 -0.1
-0.1 -0.1 0.2
0.1 0.1 0.1
0.0 -0.1 0.0
0.0 0.0 0.0
0.0 0.1 0.2
0.1 -0.3 0.0
0.1 0.0 -0.1
-0.3 0.0 -0.1
-0.1 -0.1 0.0
0.1 0.0 0.1
-0.1 -0.1 0.0
0.1 0.0 0.2
0.2 0.3 0.1
-0.2 0.0 -0.1
0.8 0.1 2.9
-0.2 0.1 -0.7
-0.1 0.5 0.1
0.2 -0.4 -0.1
0.0 -0.1 -0.3
-0.1 -0.3 0.0
0.0 0.6 0.0
0.2 0.3 0.0
0.2 -0.2 -0.1
0.2 -0.1 -0.4
-0.3 -0.3 -0.2
-0.3 0.1 -0.1

=====

2.
Computed, not measured: a molecular structure, C32H41BrIMoN2O6P2S5 at a distorted geometry, with ωB97M-V/def2-TZVPD.

For the highest occupied orbital energy (alpha / beta), the calculation gives -7.23 / -7.02 eV. For the frontier orbital gap (alpha / beta), the calculation gives 5.7 / 5.7 eV. As for the net charge: 0. Its expectation value of S² is 0.76. The largest force on an atom is 3.409 eV Å⁻¹. Its spin multiplicity is 2.

Atoms and positions in Å:
Mo (0.139, 1.589, 0.265)
C (4.929, 2.835, 4.726)
C (4.399, 3.063, 3.322)
O (2.972, 2.895, 3.304)
P (2.249, 1.746, 2.489)
S (0.312, 1.829, 2.943)
S (2.638, 1.863, 0.496)
O (2.970, 0.450, 3.081)
C (2.700, -0.856, 2.554)
C (3.825, -1.776, 2.988)
H (6.014, 2.903, 4.719)
H (4.630, 1.851, 5.078)
H (4.532, 3.585, 5.405)
H (4.858, 2.370, 2.613)
H (4.593, 4.088, 2.995)
H (2.640, -0.810, 1.460)
H (1.734, -1.194, 2.944)
H (4.758, -1.486, 2.508)
H (3.576, -2.796, 2.710)
H (3.944, -1.723, 4.067)
C (-2.873, -3.837, -4.062)
C (-1.960, -2.695, -3.738)
C (-0.698, -2.621, -4.318)
C (0.176, -1.604, -3.978)
C (-0.216, -0.645, -3.061)
C (-1.476, -0.684, -2.494)
C (-2.346, -1.705, -2.839)
S (1.062, 0.469, -2.483)
O (1.878, 0.853, -3.600)
O (1.722, -0.213, -1.400)
N (0.302, 1.768, -1.778)
C (0.484, 3.043, -2.254)
C (0.720, 3.436, -3.566)
C (0.950, 4.782, -3.857)
C (0.924, 5.752, -2.883)
C (0.642, 5.406, -1.549)
C (0.586, 6.331, -0.481)
C (0.285, 5.869, 0.778)
C (0.077, 4.512, 0.985)
N (0.170, 3.596, 0.018)
C (0.421, 4.042, -1.246)
H (-3.565, -3.567, -4.862)
H (-3.455, -4.110, -3.185)
H (-2.296, -4.698, -4.393)
H (-0.398, -3.384, -5.023)
H (1.170, -1.544, -4.391)
H (-1.772, 0.065, -1.768)
H (-3.321, -1.762, -2.383)
H (0.766, 2.700, -4.352)
H (1.177, 5.064, -4.877)
H (1.116, 6.787, -3.121)
H (0.767, 7.378, -0.661)
H (0.206, 6.539, 1.622)
H (-0.159, 4.145, 1.976)
C (-0.622, -4.898, 3.241)
C (-0.057, -3.486, 3.139)
C (-1.085, -2.428, 3.512)
O (0.504, -3.288, 1.838)
P (-0.245, -2.742, 0.519)
S (-1.975, -3.571, 0.109)
S (-0.300, -0.713, 0.804)
O (0.886, -2.936, -0.571)
C (1.575, -4.136, -0.937)
C (2.897, -4.219, -0.183)
C (0.724, -5.378, -0.741)
H (-0.952, -5.087, 4.258)
H (0.144, -5.624, 2.973)
H (-1.468, -5.005, 2.566)
H (0.816, -3.393, 3.805)
H (-1.946, -2.491, 2.851)
H (-0.666, -1.427, 3.425)
H (-1.410, -2.573, 4.540)
H (1.778, -3.991, -2.007)
H (2.722, -4.362, 0.881)
H (3.454, -3.298, -0.333)
H (3.475, -5.058, -0.564)
H (0.473, -5.506, 0.310)
H (1.277, -6.250, -1.080)
H (-0.200, -5.295, -1.309)
Br (-5.765, 1.001, 2.176)
C (-5.799, 1.751, 0.447)
C (-7.026, 1.937, -0.172)
C (-7.086, 2.489, -1.439)
C (-5.918, 2.859, -2.086)
C (-4.689, 2.678, -1.467)
C (-4.626, 2.119, -0.201)
I (-2.672, 1.871, 0.842)
H (-7.921, 1.651, 0.354)
H (-8.047, 2.632, -1.913)
H (-5.955, 3.295, -3.073)
H (-3.775, 2.974, -1.961)

Force components x, y, z for each atom (eV/Å):
0.8 -2.4 2.3
-0.2 0.0 -0.3
0.3 0.0 0.0
-0.2 0.1 0.2
0.1 -0.1 0.1
0.2 -0.1 -0.7
-1.1 -0.2 0.6
0.1 0.6 0.0
0.0 -0.6 -0.2
-0.3 0.3 0.0
0.1 0.0 0.0
0.0 -0.1 0.0
0.0 0.0 0.1
0.0 0.1 0.0
0.0 -0.2 0.0
-0.1 0.0 0.2
0.1 0.1 -0.1
0.1 0.0 0.0
0.0 -0.1 -0.1
0.1 -0.1 0.1
0.0 0.1 0.0
0.0 0.1 0.1
0.0 0.1 0.1
0.1 0.0 0.0
0.3 0.4 0.2
-0.3 0.2 0.1
0.2 0.0 -0.2
0.0 0.0 0.2
-0.1 0.1 -0.3
0.0 -0.1 -0.3
0.3 -1.1 -1.4
0.0 0.2 -0.7
-0.1 -0.1 0.4
0.1 0.4 0.2
0.0 0.1 -0.2
0.0 -0.2 0.0
-0.1 -0.6 0.2
0.1 0.5 -0.4
-0.1 -0.7 0.1
-0.3 2.7 0.2
0.1 0.1 -0.6
-0.1 0.0 0.0
-0.1 -0.1 0.0
-0.1 -0.1 0.0
0.1 0.0 0.0
0.1 -0.1 -0.2
0.0 -0.1 -0.1
-0.1 0.0 0.1
0.0 0.0 0.0
0.0 0.0 0.0
0.0 0.1 -0.1
0.0 0.2 -0.1
0.0 0.0 0.0
0.1 -0.1 -0.1
0.2 0.3 -0.1
-0.3 -0.2 0.8
0.2 0.1 0.0
0.1 0.3 -0.9
-0.3 -0.3 -0.6
0.5 0.4 0.4
-0.4 0.2 0.5
-0.2 0.4 0.3
0.3 -0.6 -0.2
-0.3 0.2 -0.2
0.0 0.2 -0.2
0.0 -0.1 0.1
0.0 -0.1 0.0
-0.1 0.0 0.0
-0.2 0.0 -0.1
-0.1 0.0 0.0
0.0 0.0 0.1
0.0 -0.1 0.1
0.0 -0.1 0.2
0.0 0.0 0.1
0.1 0.1 0.0
0.1 -0.1 0.0
0.0 -0.1 0.0
0.1 -0.1 0.0
0.0 -0.1 0.0
-0.1 -0.1 0.1
0.4 0.0 0.0
0.1 0.0 0.1
0.1 0.0 0.0
0.0 0.0 0.0
0.2 0.0 0.1
0.8 -0.1 0.3
-1.3 0.3 -0.2
-0.1 0.0 0.0
0.0 0.0 0.0
0.0 0.0 -0.1
0.0 0.0 -0.1

=====

3.
Computed, not measured: a molecular structure, C32H41BrN2O3P2S2Tc at a distorted geometry, with ωB97M-V/def2-TZVPD.

For the highest occupied orbital energy (alpha / beta), the calculation gives -6.45 / -7.12 eV. For the frontier orbital gap (alpha / beta), the calculation gives 6.4 / 6.5 eV. As for the net charge: 0. Its expectation value of S² is 3.79. The largest force on an atom is 4.441 eV Å⁻¹. Its spin multiplicity is 4.

Atoms and positions in Å:
Tc (10.058, 17.517, 9.142)
C (5.319, 15.339, 7.379)
C (6.197, 16.525, 7.160)
C (5.977, 17.541, 6.227)
C (6.968, 18.484, 5.998)
C (8.211, 18.242, 6.557)
Br (9.749, 19.058, 5.803)
N (8.311, 17.535, 7.707)
C (7.379, 16.614, 7.954)
H (4.623, 15.140, 6.536)
H (4.604, 15.561, 8.134)
H (5.798, 14.360, 7.454)
H (4.965, 17.606, 5.735)
H (6.795, 19.298, 5.293)
H (7.503, 16.038, 8.888)
C (13.512, 22.254, 7.374)
C (12.517, 21.196, 6.893)
C (11.566, 21.751, 5.835)
O (11.773, 20.682, 8.007)
P (11.180, 21.259, 9.306)
S (12.517, 21.322, 10.762)
S (9.494, 20.019, 9.763)
O (10.618, 22.695, 8.744)
C (10.214, 23.754, 9.629)
C (8.991, 23.261, 10.353)
C (9.954, 25.016, 8.756)
H (14.158, 22.290, 6.510)
H (14.022, 21.955, 8.323)
H (13.023, 23.190, 7.560)
H (13.106, 20.340, 6.596)
H (10.593, 21.311, 6.001)
H (11.929, 21.525, 4.818)
H (11.483, 22.836, 5.993)
H (11.095, 23.935, 10.346)
H (8.299, 22.823, 9.665)
H (8.437, 24.126, 10.754)
H (9.254, 22.535, 11.155)
H (9.072, 24.820, 8.156)
H (10.831, 25.261, 8.169)
H (9.824, 25.820, 9.498)
C (12.324, 16.645, 6.609)
O (12.605, 17.536, 7.636)
C (11.889, 17.719, 8.711)
C (12.766, 18.117, 9.860)
H (12.843, 17.106, 5.737)
H (11.250, 16.480, 6.500)
H (12.887, 15.679, 6.782)
H (13.656, 18.634, 9.436)
H (13.075, 17.185, 10.390)
H (12.256, 18.797, 10.564)
C (9.371, 15.317, 12.105)
P (9.517, 16.965, 11.406)
C (7.792, 17.622, 11.631)
C (10.573, 17.845, 12.567)
C (10.230, 19.113, 13.101)
C (10.990, 19.692, 14.072)
C (12.059, 19.047, 14.665)
C (12.520, 17.900, 14.050)
C (11.766, 17.279, 13.027)
H (10.356, 14.799, 12.112)
H (8.650, 14.752, 11.546)
H (9.016, 15.400, 13.190)
H (7.398, 17.539, 12.694)
H (7.053, 17.119, 11.018)
H (7.862, 18.680, 11.279)
H (9.291, 19.649, 12.712)
H (10.603, 20.614, 14.520)
H (12.715, 19.561, 15.368)
H (13.409, 17.376, 14.400)
H (12.226, 16.467, 12.386)
N (13.105, 8.179, 8.477)
C (12.670, 9.266, 8.449)
C (11.948, 10.476, 8.529)
C (11.513, 11.141, 7.359)
C (11.043, 12.373, 7.351)
C (11.030, 13.079, 8.626)
C (11.613, 12.486, 9.767)
C (12.025, 11.159, 9.722)
C (10.548, 14.421, 8.762)
C (10.182, 15.605, 8.912)
H (11.440, 10.510, 6.520)
H (10.485, 12.857, 6.580)
H (11.632, 13.090, 10.657)
H (12.493, 10.625, 10.542)

Force components x, y, z for each atom (eV/Å):
-1.3 2.2 0.0
-1.3 -0.3 -1.8
1.6 -0.5 0.4
-1.3 -0.3 0.6
0.1 -0.3 -1.0
-0.4 0.7 1.3
-0.6 -0.5 0.5
0.5 -0.5 -1.5
-1.6 0.7 -0.3
0.5 0.5 -0.1
-0.3 -0.3 1.3
0.3 0.4 0.7
1.3 0.0 0.4
0.3 -0.3 0.1
0.0 0.1 -0.8
0.1 -1.2 0.3
0.2 1.0 1.2
0.6 0.2 0.1
-0.3 -1.3 -1.1
-0.8 0.2 1.5
-0.8 0.7 -0.4
1.2 0.1 -0.8
0.7 -1.0 0.1
1.3 0.4 0.2
-0.2 0.9 1.3
0.4 -0.9 1.8
0.8 0.7 0.0
-0.2 0.1 -1.0
-0.2 0.6 -0.1
-0.1 -0.4 -0.5
-0.1 0.2 -0.2
-0.2 0.2 0.4
-0.1 -0.3 -0.3
-1.3 -0.1 -0.9
-0.2 -0.6 -0.5
0.3 -0.3 0.4
-0.3 0.6 -0.5
-0.1 0.4 -0.2
0.0 -0.1 -0.3
-0.3 0.0 -0.6
0.9 -0.8 -1.2
1.6 0.5 0.7
0.5 -0.2 0.3
0.6 0.3 0.0
-0.9 -0.4 0.2
0.2 -0.1 -0.2
-0.9 0.8 0.1
-0.4 -0.3 0.5
-0.1 0.6 -0.4
0.3 -0.5 -0.3
0.7 -0.3 2.0
-1.3 0.6 0.1
0.2 0.8 1.4
0.1 0.9 1.2
-2.1 -0.4 -1.6
-0.9 0.9 1.5
1.2 0.3 -1.0
-0.4 -1.4 -0.4
0.9 -0.1 -1.0
-0.7 0.3 -0.1
-0.2 -0.4 -0.4
0.5 -0.1 -1.4
0.6 0.4 -1.1
0.2 -0.3 -0.4
-0.4 -0.7 0.5
1.7 -0.9 0.7
0.4 -0.1 -0.3
-0.5 -0.2 0.2
0.0 0.3 -0.1
-0.6 0.5 1.3
-0.5 2.2 -0.2
0.2 -3.5 0.1
0.9 1.5 -0.6
0.4 -2.9 0.5
-1.4 3.0 3.0
0.7 0.0 -0.4
-0.8 -0.1 -0.7
0.2 0.4 0.3
-0.8 1.1 0.0
1.6 -3.5 -0.7
0.1 -0.4 -1.3
0.2 0.0 -0.8
0.1 -0.1 0.3
-0.2 0.4 0.2

=====

Molar mass / g/mol: 620.52 1074.72 805.68
E / hartree: -3123.8275 -7418.6706 -5712.9733
Energy above the lowest of the compared OMol25 structures with the same formula, charge and spin / kcal/mol: 0.0 60.8 0.0